DFT (ωB97M-V/def2-TZVPD) results for a structure of composition C3H6N4O in a non-equilibrium geometry.

Structure (ORCA input):
```
! wB97M-V def2-TZVPD RIJCOSX def2/J DEFGRID3
* xyz 0 1
C 0.146 -0.910 1.287
C -0.153 -0.680 -0.273
C 0.129 0.529 -0.972
H 0.310 -1.970 1.670
H -0.900 -0.585 1.788
H 0.877 0.061 1.978
H -0.529 -1.382 -3.249
H 0.908 2.740 1.470
H -0.495 1.420 1.364
N -0.651 -1.635 -1.135
N -0.955 -1.015 -2.270
N 0.779 1.592 -0.407
N 0.575 1.620 1.001
O -0.042 0.215 -2.254
*
```

The HOMO-LUMO gap comes out at 7.60 eV. The HOMO energy is -0.282 Ha. Its relative energy (zero: lowest compared OMol25 entry of this formula, charge and spin) is 199.7 kcal/mol. For the energy, the calculation gives -411.890752 Ha.

Here are the natural (NBO) charges for atoms 1 to 6, given in e:
1 C -0.715
2 C 0.133
3 C 0.390
4 H 0.245
5 H 0.211
6 H 0.322